(1)
C34H33IrN8O | the ωB97M-V functional and the def2-TZVPD basis

```
! wB97M-V def2-TZVPD RIJCOSX def2/J DEFGRID3
* xyz 2 1
Ir -0.51023 -0.49728 -0.17042
O 0.84747 -1.98537 -0.63228
N -2.24362 -1.50892 -0.80049
N 1.09680 0.63162 0.17891
N -1.93383 0.88258 0.28167
N 0.07976 1.36046 -1.67154
N 1.11364 -2.79689 -2.75866
N 1.38699 -4.12808 -0.80583
N -0.26331 -0.98466 1.75079
N 2.18261 0.31377 0.75490
C 2.38381 -2.42031 3.81045
C 0.90777 3.04085 -3.13465
C -0.03155 2.08924 -2.78748
C 1.36814 -4.10909 0.66609
C 1.97579 -5.32366 -1.41587
C -3.37654 -0.82620 -0.52258
C 1.99445 3.24944 -2.29170
C -2.46685 -1.98774 2.26793
C -3.20492 0.47953 0.01684
C 1.11970 -2.95455 -1.41883
C -2.46437 -0.71183 4.72381
C -5.79046 -0.51431 -0.43000
C -1.73263 2.11437 0.71910
C -4.31076 1.29690 0.22294
C 2.12537 2.49539 -1.13635
C 0.83117 -1.49040 -3.34287
C -3.51338 -2.18935 3.15894
C -2.34435 -2.72882 -1.30644
C 1.49023 -3.74362 -3.81324
C 0.96261 -1.20559 2.25452
C -4.06839 2.61989 0.63498
C -2.78035 3.02562 0.87598
C -3.58216 -3.34454 -1.51198
C 1.14730 1.55399 -0.89258
C 3.44905 -0.96886 2.24034
C -1.41087 -0.52279 3.84302
C 2.16392 -0.60741 1.71507
C -4.73667 -2.65954 -1.21374
C -3.51117 -1.56058 4.39478
C 3.56495 -1.85660 3.24828
C -1.39619 -1.17412 2.61343
C 1.14478 -2.11095 3.34436
C -4.65118 -1.34482 -0.72150
C -5.62711 0.75563 -0.00394
H 2.95388 2.61120 -0.45270
H -5.70695 -3.12306 -1.34116
H 2.47210 -3.11798 4.63389
H 0.62116 -3.95272 -4.43824
H 0.12379 -1.61642 -4.16360
H 4.31714 -0.49136 1.80591
H -2.55791 4.03709 1.18358
H 1.29268 -5.80024 -2.11616
H 2.73751 3.99719 -2.53481
H -3.61499 -4.35187 -1.90158
H 0.46738 -3.62552 1.03112
H -2.46450 -0.19927 5.67670
H -6.48277 1.39071 0.18455
H -4.32015 -2.86035 2.89216
H -4.30911 -1.74404 5.10120
H 1.74856 -1.04914 -3.73936
H -6.77948 -0.92778 -0.57858
H -0.90068 1.90134 -3.40531
H 2.25177 -3.27716 -4.43833
H 1.38224 -5.13517 1.02049
H 2.23259 -3.57690 1.06636
H -4.89907 3.30412 0.75472
H -2.43462 -2.52518 1.33700
H 0.41003 -0.81308 -2.61822
H 2.17292 -6.03600 -0.62222
H -0.60256 0.15386 4.09411
H -1.42128 -3.23486 -1.55589
H 4.53758 -2.13297 3.62955
H 0.27186 -2.57863 3.77686
H -0.71221 2.38821 0.94926
H 1.88465 -4.67469 -3.44242
H 0.79010 3.61288 -4.04361
H 2.92900 -5.11181 -1.89907
*
```

Computed properties:
Energy relative to the best compared isomer or geometry (same formula, charge and spin) (kJ/mol): 127.6
Orbital gap (spin up / spin down) (eV): 6.22 / 6.22
Energy (Eh): -1932.61009
HOMO (spin up / spin down) (eV): -12.4 / -12.4
Lowest unoccupied orbital energy (spin up / spin down) (eV): -6.22 / -6.22
Largest force on an atom (hartree/bohr): 0.0310

(2)
C34H33IrNO4P2S | the ωB97M-V functional and the def2-TZVPD basis

```
! wB97M-V def2-TZVPD RIJCOSX def2/J DEFGRID3
* xyz -1 1
Ir 0.84817 0.88869 -0.24007
S 3.02124 2.30337 -0.90295
P -1.54510 0.88097 -0.73083
P 0.64151 -1.28214 -0.93304
O 1.53535 2.74775 -0.95436
O 3.38029 1.74106 -2.19428
O 3.85183 3.37756 -0.44859
O 2.90366 1.16451 0.13516
N 0.22483 1.03139 1.65441
C -2.00220 -0.80668 -1.29346
C 1.32843 -0.24285 -4.83870
C 2.83621 0.40948 4.88851
C 0.28408 -2.40804 -4.85559
C -3.12245 0.22746 1.47852
C -3.16657 1.67613 -2.92998
C -1.59354 1.85695 3.17941
C 1.21768 -0.43932 3.31465
C -1.09720 1.72962 1.76933
C -3.43567 0.27940 2.82312
C 2.07586 -0.63812 4.39028
C 1.88384 1.89265 3.23039
C -4.31668 3.77557 -1.54230
C -1.08270 -1.83111 -0.65863
C 1.11475 0.83142 2.72916
C 2.01435 -4.78021 0.70838
C 0.35024 -1.54932 2.80390
C 1.23153 -3.66766 0.43122
C -2.06548 0.94556 0.93353
C 2.85137 -2.93798 -1.18815
C 2.73393 1.66518 4.30878
C -4.12900 2.46713 -3.54473
C 1.26451 -0.21886 -3.44797
C -2.65077 1.14522 3.64397
C -2.80784 1.89647 -1.60088
C 1.78523 3.25360 2.60212
C 0.70423 -1.28967 -2.76016
C 1.62984 -2.75634 -0.54049
C 3.21248 -4.97490 0.03639
C 3.63553 -4.04513 -0.90474
C -4.70875 3.51860 -2.84992
C -3.36576 2.97570 -0.92507
C 0.83554 -1.32894 -5.54211
C 0.22239 -2.38923 -3.47282
H -0.68520 -1.40388 3.12961
H -3.07707 3.15706 0.10425
H -3.73576 -0.39829 0.83029
H 1.77592 0.59380 -5.36030
H 0.34662 -1.54102 1.71689
H 2.52210 3.93268 3.03366
H 2.14019 -1.62199 4.84625
H 0.78998 3.68369 2.74508
H 1.70465 0.62202 -2.92093
H 3.18405 -2.21076 -1.92050
H -1.23449 -2.82682 -1.07947
H -0.08982 -3.26704 -5.39885
H -2.93373 1.26513 4.68717
H -0.94176 2.73329 1.33514
H -1.26176 -1.88005 0.41680
H 3.31536 2.49159 4.70528
H 3.50217 0.24910 5.72852
H -5.45939 4.13689 -3.32668
H 1.96409 3.20131 1.52921
H -4.26780 -0.28189 3.22777
H 4.58032 -4.17861 -1.41642
H -2.70701 0.87291 -3.49495
H 0.30677 -3.51786 0.97354
H -1.90997 -0.84710 -2.38212
H 0.88383 -1.34697 -6.62403
H 1.68692 -5.49330 1.45435
H 3.82000 -5.84553 0.24993
H -3.04758 -0.98585 -1.04681
H -0.18956 -3.24192 -2.94500
H -1.03685 2.51033 3.84384
H 0.70577 -2.51983 3.16064
H -4.75755 4.60007 -0.99629
H -4.42269 2.26390 -4.56726
*
```

Computed properties:
Energy relative to the best compared isomer or geometry (same formula, charge and spin) (kJ/mol): 278.0
Orbital gap (spin up / spin down) (eV): 5.10 / 5.23
Energy (Eh): -2856.40343
HOMO (spin up / spin down) (eV): -3.1 / -3.1
Lowest unoccupied orbital energy (spin up / spin down) (eV): 2.02 / 2.13
Largest force on an atom (hartree/bohr): 0.0352

(3)
C34H33N2O5SV | the ωB97M-V functional and the def2-TZVPD basis

```
! wB97M-V def2-TZVPD RIJCOSX def2/J DEFGRID3
* xyz 1 4
V -0.45885 1.21717 0.16699
S 2.20187 -0.89718 -0.32846
O 1.16840 -0.39254 0.66457
O 1.87999 2.45485 -3.03698
O 0.89864 2.36798 -1.03695
O -1.92875 -2.43946 0.20897
O -1.63780 -0.25436 0.65312
N -4.60877 0.69084 0.23935
N -0.36177 0.18939 -1.51120
C 0.90875 -1.76869 -3.23361
C 3.12174 -2.12243 1.94202
C 1.93663 -4.79103 -0.92237
C 1.10707 1.87041 -2.14873
C 1.54383 -2.39762 -1.21658
C -1.46394 -1.35395 -0.08806
C -6.04678 1.07497 0.26379
C 0.56586 0.54555 -2.47089
C 3.43267 -1.71939 0.65329
C 4.67507 -1.96674 0.08848
C -2.44041 5.07574 -0.77997
C 2.48861 -3.82310 -3.10764
C 5.62206 -2.65653 0.83054
C -3.76640 1.55110 1.19998
C -0.68512 -1.09966 -1.30018
C 2.04201 1.04011 3.27170
C -0.33987 1.02867 3.63065
C 0.65738 2.64909 2.14898
C -1.60295 3.96716 -0.70302
C -1.95473 2.77844 -0.04855
C 0.16063 -2.12962 -1.92559
C -4.12134 0.67132 -1.17287
C -3.68018 5.05740 -0.16444
C 2.36856 -4.89147 -2.32165
C 1.91526 2.09804 2.38913
C 5.32468 -3.07253 2.12108
C -3.23840 2.78722 0.53966
C 4.08162 -2.80022 2.67818
C -4.06921 3.90683 0.50165
C 0.91491 0.49863 3.87970
C 1.57219 -3.63035 -0.38333
C -0.46856 2.12711 2.78350
C 1.10324 -0.29049 -3.37875
C 2.20067 -2.43495 -2.63316
H -0.62853 4.06021 -1.16407
H -4.53179 -0.26047 0.60154
H 1.20980 -3.56842 0.63573
H 0.53491 -2.24672 -4.13975
H 1.89817 -5.69668 -0.33126
H 4.91089 -1.62323 -0.91163
H 2.78654 2.51268 1.89900
H -4.30437 1.65235 -1.60257
H -2.11003 5.96269 -1.30660
H -3.06164 0.45520 -1.18184
H -0.34602 -3.09105 -1.98979
H -6.42359 0.98414 1.27897
H 2.60322 -5.87343 -2.71180
H 6.06540 -3.60898 2.69904
H -1.42702 2.60678 2.63202
H 2.22895 3.27683 -2.65582
H 1.01562 -0.34141 4.55527
H 3.02003 0.62407 3.47561
H -6.59582 0.41781 -0.40555
H -2.97266 0.88674 1.51947
H -4.43490 1.76035 2.03482
H -5.02197 3.88620 1.02199
H 3.09137 -1.80964 -2.75905
H 6.59491 -2.86103 0.40424
H -6.12709 2.10388 -0.07725
H 2.83500 -3.93115 -4.12949
H -4.68496 -0.09129 -1.70451
H 0.55769 3.51760 1.50667
H -1.21262 0.60502 4.10924
H 1.84078 0.07991 -4.07956
H 3.85819 -3.12346 3.68649
H -4.32678 5.92428 -0.19372
H 2.13984 -1.90545 2.34187
*
```

Computed properties:
Energy relative to the best compared isomer or geometry (same formula, charge and spin) (kJ/mol): 280.4
⟨S²⟩: 3.79
Orbital gap (spin up / spin down) (eV): 6.04 / 7.87
Energy (Eh): -3143.07668
HOMO (spin up / spin down) (eV): -9.0 / -10.7
Lowest unoccupied orbital energy (spin up / spin down) (eV): -2.93 / -2.84
Largest force on an atom (hartree/bohr): 0.0099